Entry 1:
This record from OMol25 describes 2 unconnected molecules or ions with the total composition C2H2ClF3 at a distorted geometry. The level of theory is ωB97M-V/def2-TZVPD.

XYZ file:
```
8
C2H2ClF3 (ωB97M-V/def2-TZVPD)
C -0.23717 1.00370 -0.83598
C -0.93843 0.18217 0.99790
F 0.62449 2.00905 -0.70755
F -1.30746 1.38979 -1.46026
F -1.93429 -0.62589 0.61756
Cl -1.38104 1.43019 2.23026
H 0.34390 0.14126 -1.28747
H -0.15180 -0.33813 1.34368
```

Values from the calculation:
Orbital gap (eV): 10.777
Largest force on an atom (eV/A): 5.48

Entry 2:
This record from OMol25 describes a single C6H13NO molecule at a distorted geometry. The level of theory is ωB97M-V/def2-TZVPD.

XYZ file:
```
21
C6H13NO (ωB97M-V/def2-TZVPD)
O -2.27167 -2.42754 0.58531
C -2.65627 -1.33008 0.34320
C -1.56939 -0.22561 -0.02823
C -0.35643 -0.51862 0.85252
C 1.04183 -0.56851 0.31535
C 1.36881 0.78900 -0.40501
C 2.74367 0.66890 -1.24156
N -2.05186 1.12794 0.19214
H -3.67932 -0.99097 0.37074
H -1.44660 -0.49343 -1.05068
H -0.35097 0.01888 1.82745
H -0.58452 -1.54317 1.33215
H 1.90413 -0.70166 1.03866
H 1.23212 -1.45029 -0.35622
H 1.42111 1.50010 0.30745
H 0.51221 1.06725 -1.05718
H 2.87919 1.61718 -1.58965
H 2.40706 0.07559 -2.03479
H 3.48401 0.22648 -0.61377
H -2.70572 1.38386 0.90727
H -1.32140 1.77469 0.30488
```

Values from the calculation:
Orbital gap (eV): 10.190
Largest force on an atom (eV/A): 4.62
SMILES: CCCC[C@H](N)C=O

Entry 3:
This record from OMol25 describes 2 unconnected molecules or ions with the total composition C3H3NO2 at a distorted geometry. The level of theory is ωB97M-V/def2-TZVPD.

XYZ file:
```
9
C3H3NO2 (ωB97M-V/def2-TZVPD)
O 1.64317 -0.17644 0.16544
C 0.75539 0.73937 -0.12659
C 0.47234 1.79820 -0.85674
O -0.48700 0.94591 0.26451
C -1.40955 -1.69724 0.35850
N -0.36510 -2.17634 0.26994
H 1.22097 -1.05786 0.25607
H 0.54522 2.86540 -0.77672
H -2.37543 -1.24099 0.44559
```

Values from the calculation:
Orbital gap (eV): 9.389
Largest force on an atom (eV/A): 1.16
SMILES: OC1=CO1.C#N

Respective highest occupied orbital energy values: -0.3625, -0.3393, -0.3105 Ha.